A structure of composition C30H51BrMnN4P2 in a non-equilibrium geometry, computed with wB97M-V/def2-TZVPD.

Atoms and positions in Å:
Br: -0.669 -1.110 1.524
Mn: 1.849 -0.288 -3.507
P: -0.904 2.191 2.454
P: 4.121 -0.625 -0.132
N: -3.706 -3.002 1.012
N: -0.190 3.006 -7.923
N: -2.209 -2.520 -0.680
N: -2.586 -4.809 0.091
C: -0.893 0.968 1.069
C: 0.559 0.554 -0.949
C: 1.462 2.498 -6.229
C: -3.943 -1.583 1.042
C: -3.785 -5.661 0.166
C: -0.008 1.641 5.124
C: -3.902 -3.720 2.262
C: 0.389 1.052 0.315
C: -2.024 0.940 0.083
C: -2.454 3.057 2.598
C: 3.534 0.479 1.262
C: -0.517 1.068 3.806
C: 3.060 -2.129 0.118
C: 1.025 3.155 -7.393
C: -1.544 -5.321 -0.779
C: -0.501 0.661 -1.864
C: -0.780 1.548 -6.095
C: 4.437 0.632 2.502
C: -2.782 -3.414 0.069
C: -2.726 3.865 3.880
C: 3.947 -3.284 0.644
C: -1.807 0.796 -1.265
C: 5.058 0.573 -2.421
C: 3.754 0.041 -1.807
C: 0.642 1.155 -4.245
C: 0.500 1.724 -5.545
C: 0.374 4.292 1.136
C: -0.011 0.665 -3.204
C: -1.092 2.241 -7.273
C: 0.477 3.285 2.265
H: -3.106 -1.064 1.535
H: 3.056 0.880 -1.635
H: 4.974 0.657 -3.506
H: -3.089 -4.444 2.414
H: 4.389 -0.225 3.183
H: 0.428 3.780 3.249
H: -2.498 3.701 1.704
H: 5.482 0.797 2.218
H: -3.226 2.283 2.455
H: -4.871 -1.336 1.557
H: -3.913 -3.014 3.111
H: -3.837 -6.128 1.159
H: 3.316 -4.050 1.115
H: 2.553 0.067 1.555
H: -0.463 2.610 5.354
H: 5.907 -0.090 -2.205
H: 3.394 1.472 0.801
H: -2.693 0.591 -1.898
H: -0.476 4.959 1.294
H: -3.726 4.301 3.760
H: 4.501 -3.754 -0.185
H: -3.962 -1.241 0.007
H: 2.641 -2.393 -0.874
H: 1.276 4.911 1.155
H: -1.544 -2.941 -1.335
H: -0.270 0.940 5.928
H: 4.686 -2.944 1.386
H: 0.293 3.832 0.144
H: -1.517 0.891 -5.639
H: -1.475 -6.396 -0.614
H: 1.679 3.844 -7.955
H: -2.735 3.214 4.767
H: -0.601 -4.831 -0.505
H: 4.120 1.507 3.091
H: 1.083 1.726 5.132
H: -3.054 0.885 0.483
H: -3.689 -6.446 -0.599
H: -2.012 4.690 4.029
H: -4.866 -4.259 2.261
H: 2.523 2.569 -5.941
H: 3.339 -0.817 -2.417
H: 1.261 1.486 0.835
H: 5.304 1.573 -2.049
H: -1.750 -5.103 -1.843
H: 0.203 0.357 3.376
H: 1.422 -0.110 -1.262
H: 2.238 -1.925 0.834
H: -2.091 2.181 -7.688
H: -1.475 0.545 3.919
H: 1.424 2.715 2.231
H: -4.706 -5.075 -0.006

The value obtained for the HOMO-LUMO gap (spin up / spin down) is 0.22500 / 0.19012 hartree. As for the energy above the lowest of the compared OMol25 structures with the same formula, charge and spin: 88.69 kJ/mol. As for the spin multiplicity: 6. The calculation puts the LUMO energy (spin up / spin down) at -6.27 / -7.21 eV. Its total charge is +2. Its expectation value of S² is 8.9769.

Atomic partial charges in e from the Löwdin method, atoms 1 to 5: 0.86 0.90 0.99 1.01 -0.17



A structure of composition C30H51CsN6O4S2Si4Te in a non-equilibrium geometry, computed with wB97M-V/def2-TZVPD.

Atoms and positions in Å:
Cs: -0.184 1.124 0.520
Te: 2.208 -1.252 -1.004
S: -2.284 -1.908 -4.024
S: -2.468 -1.508 -0.064
Si: 5.705 -2.397 0.371
Si: 3.381 -2.489 0.702
Si: 3.110 -1.984 3.000
Si: 2.754 -4.742 0.512
O: -3.369 6.818 -0.520
O: -2.076 3.386 -2.521
O: 0.273 2.091 2.651
O: -2.155 -0.110 -0.388
N: -0.563 4.508 -0.376
N: -1.677 -0.327 -6.117
N: -1.091 0.885 -2.904
N: -1.286 0.624 -4.230
N: -1.222 0.917 -6.413
N: -1.799 4.897 -0.784
C: -3.487 -1.388 1.486
C: -1.174 3.863 1.973
C: -4.087 6.285 -1.518
C: -5.630 5.250 -3.598
C: -4.898 -1.851 1.164
C: -3.051 4.399 3.408
C: -0.477 2.836 -5.019
C: -0.745 2.820 2.875
C: -3.966 -1.939 -1.056
C: -5.160 -1.430 -0.278
C: -1.733 -0.540 -4.778
C: 4.425 -2.851 4.109
C: -2.312 4.607 2.257
C: 3.242 -5.489 -1.185
C: -6.068 6.359 -2.895
C: 3.246 -0.133 3.427
C: -1.557 2.630 4.029
C: -0.323 4.130 0.823
C: -2.401 4.401 -1.838
C: 0.848 -4.893 0.572
C: 1.432 -2.582 3.704
C: -5.297 6.879 -1.873
C: -2.663 3.401 4.293
C: -4.433 4.651 -3.251
C: 6.507 -0.900 1.259
C: 6.742 -3.914 0.937
C: -0.990 1.475 -5.254
C: 3.400 -5.987 1.821
C: 6.187 -2.181 -1.473
C: -3.651 5.137 -2.210
H: -7.019 6.818 -3.139
H: 4.221 -2.745 5.173
H: -6.099 -1.844 -0.651
H: -1.257 1.850 4.722
H: 2.380 0.415 3.069
H: 6.583 -4.105 1.995
H: -1.949 -0.978 -6.831
H: 4.323 -5.524 -1.301
H: -2.571 6.161 -0.412
H: 0.477 -5.900 0.396
H: -1.609 0.210 -2.345
H: 7.811 -3.777 0.781
H: 0.736 3.938 1.006
H: 0.618 -2.140 3.135
H: -2.604 5.399 1.581
H: -5.624 7.744 -1.317
H: -1.047 3.293 -4.203
H: -5.202 -0.341 -0.350
H: 1.338 -3.663 3.630
H: -3.926 5.001 3.614
H: 5.411 -2.435 3.924
H: 0.564 2.795 -4.697
H: -3.847 -1.501 -2.043
H: -4.087 3.773 -3.779
H: -4.951 -2.941 1.230
H: 2.854 -4.855 -1.975
H: 5.860 -3.039 -2.054
H: -5.632 -1.424 1.853
H: 3.050 -7.004 1.656
H: -6.217 4.858 -4.419
H: -3.013 -1.976 2.269
H: 7.257 -2.057 -1.638
H: 6.406 -0.998 2.337
H: 5.682 -1.311 -1.881
H: 1.286 -2.311 4.747
H: 5.999 0.015 0.969
H: 3.328 0.056 4.495
H: 4.486 -6.007 1.822
H: 4.123 0.299 2.954
H: 4.479 -3.914 3.892
H: -3.454 -0.330 1.747
H: -0.560 3.424 -5.927
H: -3.968 -3.023 -1.154
H: -1.417 1.841 -2.661
H: -3.230 3.240 5.207
H: 6.438 -4.806 0.393
H: 7.567 -0.774 1.039
H: 0.411 -4.244 -0.181
H: 2.858 -6.495 -1.346
H: 3.080 -5.685 2.814
H: 0.470 -4.566 1.536

The value obtained for the HOMO-LUMO gap is 0.20410 hartree. As for the energy above the lowest of the compared OMol25 structures with the same formula, charge and spin: 152.82 kJ/mol. The calculation puts the LUMO energy at 3.44 eV. Its total charge is -2.

Atomic partial charges in e from the Löwdin method, atoms 1 to 5: 1.26 0.17 0.58 0.90 0.36



A cluster of 3 separate species, C30H51F3IN7O5P4S2 in total in a non-equilibrium geometry, computed with wB97M-V/def2-TZVPD.

Atoms and positions in Å:
I: 6.475 -4.488 2.821
S: 2.067 -4.732 6.790
S: -1.466 2.474 1.904
P: -1.125 -3.945 -3.970
P: -2.870 -1.229 0.595
P: -0.467 6.957 -0.489
P: -2.070 -3.092 5.711
F: 3.958 -6.709 5.642
F: 5.987 -6.096 5.248
F: 4.951 -5.320 6.960
O: -1.850 -3.834 -2.641
O: 0.683 -2.125 6.345
O: -3.439 0.139 0.521
O: 2.571 -0.296 2.425
O: -0.949 5.680 0.170
N: -1.672 7.977 0.181
N: 1.076 7.007 0.289
N: 0.265 -4.744 -3.354
N: -0.023 8.271 -1.604
N: -2.290 -4.955 -4.743
N: -3.593 -3.440 5.488
N: -0.249 -3.670 -5.493
C: 4.004 -2.853 3.100
C: -0.009 -2.051 4.062
C: 0.957 -2.377 5.195
C: -2.171 -2.036 3.103
C: -1.365 -2.327 4.186
C: 4.662 -3.890 3.739
C: -0.705 1.851 0.355
C: 0.549 0.969 0.662
C: 2.809 -2.380 3.574
C: 4.808 -5.644 5.660
C: 2.915 -4.031 5.355
C: 2.275 -2.979 4.723
C: -0.213 -2.216 -5.772
C: -3.533 -4.311 -5.137
C: 2.058 6.043 -0.177
C: 0.863 -5.961 -3.874
C: -2.253 -6.356 -5.089
C: 4.167 -4.512 4.876
C: -1.454 9.235 0.871
C: 0.293 -0.565 0.544
C: -2.812 7.310 0.815
C: 0.520 -1.487 2.905
C: -1.654 -1.487 1.938
C: -0.418 -4.375 -6.747
C: 1.583 7.858 1.337
C: -0.144 7.784 -2.996
C: 1.129 9.145 -1.523
C: 2.024 -1.264 2.902
C: 0.422 -4.756 -1.899
C: -0.288 -1.179 1.805
H: -3.046 -6.922 -4.584
H: 1.053 9.898 -2.312
H: -3.651 8.002 0.921
H: 1.233 -1.035 0.230
H: -0.447 -0.705 -0.256
H: -1.291 -4.250 5.950
H: -2.396 -6.499 -6.169
H: 0.138 -1.673 -4.888
H: 0.867 8.606 1.667
H: 4.413 -2.394 2.201
H: -0.780 9.903 0.338
H: -1.098 9.082 1.896
H: 0.859 1.248 1.674
H: -3.930 -2.132 0.877
H: 2.479 8.403 1.005
H: 1.871 -6.086 -3.472
H: -1.208 -1.836 -6.027
H: 1.159 9.706 -0.592
H: 1.622 5.039 -0.232
H: -3.374 -3.645 -5.998
H: 0.627 7.039 -3.225
H: -0.241 -5.488 -1.422
H: 2.429 6.313 -1.177
H: -4.297 -5.039 -5.407
H: -2.409 1.558 2.231
H: -0.241 -5.443 -6.649
H: 0.468 -1.976 -6.591
H: -1.314 -6.837 -4.831
H: 0.338 -4.020 -7.452
H: -3.233 -2.279 3.193
H: 2.912 5.978 0.497
H: -2.308 -1.692 -0.621
H: 0.225 -3.772 -1.480
H: -3.941 -3.716 -4.314
H: -0.066 8.596 -3.721
H: -3.179 6.496 0.196
H: -1.399 -4.214 -7.211
H: 1.454 -4.992 -1.626
H: 2.085 8.624 -1.659
H: -0.387 2.759 -0.170
H: -3.695 -4.446 5.597
H: -2.392 9.791 0.945
H: -1.121 7.310 -3.144
H: -2.556 6.917 1.806
H: -1.822 -2.212 6.789
H: 1.475 -5.842 6.282
H: -1.451 1.317 -0.242
H: 0.295 -6.851 -3.583
H: 1.871 7.283 2.227
H: 1.361 1.291 -0.007
H: 0.998 -5.942 -4.954

The value obtained for the HOMO-LUMO gap is 0.23946 hartree. As for the SMILES: N=[PH2]c1cc([PH2]=O)c(CCCS)c2c1C(=O)c1c(cc(I)c(C(F)(F)F)c1S)C2=O.CN(C)P(=O)(N(C)C)N(C)C.CN(C)P(=O)(N(C)C)N(C)C. The calculation puts the LUMO energy at -1.29 eV.

Atomic partial charges in e from the Löwdin method, atoms 1 to 5: 0.98 0.88 0.70 0.74 0.74



A structure of composition C30H51NO3P3Sr, computed with wB97M-V/def2-TZVPD.

Atoms and positions in Å:
Sr: 0.086 -0.837 -0.704
P: 2.658 -0.033 0.603
P: -2.676 -0.017 0.012
P: -0.125 -3.846 0.025
O: -0.216 -3.342 -1.534
O: 0.626 -5.263 -0.034
O: -1.638 -4.344 0.197
N: 0.035 1.421 0.126
C: 3.576 2.460 -0.402
C: -4.841 1.606 -0.950
C: 4.290 -0.720 0.052
C: 2.055 -5.296 0.216
C: -2.950 3.166 2.576
C: -3.557 -1.228 1.110
C: 1.570 0.727 3.044
C: 0.425 -4.657 -3.475
C: 3.028 -1.321 3.015
C: 4.373 -0.727 -1.475
C: 5.570 -0.186 0.697
C: -3.021 0.924 -2.532
C: 2.810 0.078 2.438
C: -2.268 1.467 0.968
C: -3.856 0.499 -1.318
C: -0.705 3.144 1.704
C: -2.699 -1.450 2.357
C: -1.666 3.701 2.517
C: 2.479 1.673 -0.034
C: -2.026 -5.013 1.425
C: -0.723 -4.201 -2.608
C: 1.039 3.467 -0.767
C: 3.422 3.723 -0.938
C: 2.135 4.221 -1.125
C: -0.959 2.013 0.892
C: 1.170 2.187 -0.203
C: -5.022 -0.999 1.476
C: -2.237 -6.486 1.172
C: 2.327 -5.606 1.669
C: -3.226 2.061 1.801
H: -2.348 1.744 -2.266
H: -4.223 1.645 1.831
H: 0.038 -5.266 -4.292
H: 1.127 -5.260 -2.901
H: -5.408 -1.892 1.973
H: -5.494 1.809 -1.801
H: -3.663 1.270 -3.343
H: -3.513 -2.142 0.505
H: 3.401 -5.696 1.838
H: 3.678 0.707 2.656
H: -2.992 -6.634 0.401
H: -5.472 1.345 -0.102
H: -1.265 -4.849 2.194
H: 0.039 3.857 -0.913
H: 0.958 -3.809 -3.906
H: 1.992 5.204 -1.556
H: 0.282 3.587 1.686
H: 6.400 -0.850 0.448
H: 3.948 -1.787 2.662
H: -4.311 2.527 -0.706
H: -1.252 -5.039 -2.160
H: -1.410 4.564 3.119
H: 5.498 -0.144 1.783
H: 3.078 -1.273 4.104
H: -5.644 -0.820 0.600
H: 4.288 4.310 -1.210
H: -3.122 -2.246 2.974
H: 5.839 0.807 0.342
H: 4.451 0.282 -1.879
H: -3.709 3.603 3.209
H: 5.249 -1.289 -1.805
H: -2.650 -0.545 2.963
H: -4.409 -0.414 -1.570
H: -5.148 -0.169 2.170
H: 1.943 -4.813 2.313
H: 4.577 2.079 -0.263
H: -2.943 -4.527 1.752
H: 2.505 -4.342 -0.074
H: -1.672 -1.738 2.103
H: 1.399 1.728 2.652
H: 2.192 -1.977 2.751
H: 2.452 -6.066 -0.442
H: -2.581 -6.968 2.088
H: -1.311 -6.962 0.852
H: 3.493 -1.199 -1.924
H: 1.686 0.802 4.127
H: 0.673 0.134 2.843
H: -1.439 -3.597 -3.163
H: -2.421 0.094 -2.919
H: 1.854 -6.546 1.952
H: 4.186 -1.765 0.369

The value obtained for the HOMO-LUMO gap is 0.23958 hartree. As for the energy above the lowest of the compared OMol25 structures with the same formula, charge and spin: 0.00 kJ/mol. The calculation puts the LUMO energy at -2.58 eV. Its total charge is +1.

Atomic partial charges in e from the Löwdin method, atoms 1 to 5: 1.18 0.99 0.99 0.76 -0.46



A structure of composition C30H51NP2Pm in a non-equilibrium geometry, computed with wB97M-V/def2-TZVPD.

Atoms and positions in Å:
Pm: -0.934 0.005 1.520
P: -1.628 0.768 -1.158
P: 1.353 -0.349 -0.046
N: -2.646 -2.088 2.207
C: -1.717 2.545 2.229
C: -2.242 1.689 3.228
C: -3.632 -2.477 3.122
C: 4.576 -0.648 -2.571
C: 0.835 -0.626 -1.812
C: -0.618 -0.362 -2.232
C: -3.322 0.303 -1.640
C: -2.525 3.445 1.362
C: -2.480 -3.167 1.347
C: -4.138 -1.681 4.237
C: -1.148 1.102 3.930
C: 3.802 -1.652 -3.022
C: 1.429 1.232 3.808
C: 1.940 0.170 -4.530
C: -3.696 1.522 3.509
C: 2.910 1.078 -4.307
C: -0.292 2.492 2.308
C: 0.058 1.584 3.355
C: -3.360 -4.215 1.705
C: -4.085 -3.791 2.817
C: 4.377 0.893 -4.639
C: 0.645 3.360 1.539
C: -1.534 -3.252 0.218
C: 3.484 -1.896 -4.474
C: 2.249 -1.881 0.331
C: 2.673 0.888 -0.214
C: -1.405 2.402 -1.911
C: -1.225 0.125 5.054
C: 2.158 -1.253 -4.947
C: 5.235 0.382 -3.458
H: 2.640 -1.811 1.357
H: -0.960 -4.195 0.298
H: 2.100 -1.362 -6.048
H: -4.023 1.065 -1.268
H: -1.180 -0.923 4.708
H: 4.963 -0.668 -1.552
H: -1.909 3.959 0.622
H: 5.514 1.251 -2.836
H: -3.387 0.235 -2.735
H: 1.094 -1.667 -2.050
H: -3.869 1.184 4.540
H: -4.841 -4.310 3.384
H: -3.031 4.221 1.956
H: -4.894 -0.944 3.910
H: -4.164 0.784 2.843
H: 1.606 1.589 4.831
H: -0.792 -2.432 0.176
H: 3.379 -2.988 -4.616
H: 0.909 0.511 -4.579
H: 1.519 0.001 -2.397
H: 4.536 0.247 -5.521
H: -2.082 -3.276 -0.744
H: 0.728 4.367 1.993
H: 3.079 -2.026 -0.376
H: -3.313 2.898 0.829
H: -0.389 0.270 5.750
H: -2.146 3.103 -1.494
H: 6.192 0.009 -3.879
H: -1.167 -1.318 -2.296
H: 3.394 0.574 -0.983
H: 3.538 -2.477 -2.363
H: -1.544 2.325 -3.002
H: -0.644 0.093 -3.237
H: -2.159 0.250 5.620
H: -3.334 -1.161 4.782
H: -3.416 -5.166 1.179
H: -4.640 -2.354 4.956
H: 1.659 2.934 1.509
H: 4.785 1.881 -4.929
H: -4.240 2.464 3.374
H: 2.655 2.100 -4.024
H: -3.591 -0.666 -1.193
H: 2.255 1.867 -0.489
H: 3.191 0.985 0.753
H: 4.302 -1.595 -5.152
H: 2.193 1.675 3.168
H: 1.323 -1.852 -4.546
H: 0.302 3.504 0.500
H: -0.396 2.793 -1.696
H: 1.591 0.147 3.822
H: 1.568 -2.745 0.281

The value obtained for the HOMO-LUMO gap (spin up / spin down) is 0.18736 / 0.19382 hartree. As for the spin multiplicity: 5. The calculation puts the LUMO energy (spin up / spin down) at -3.46 / -3.28 eV. Its total charge is +1. Its expectation value of S² is 6.0095.

Atomic partial charges in e from the Löwdin method, atoms 1 to 5: 1.50 0.76 0.77 -0.05 -0.32



Question: Number 1 is which compound?
Answer: C30H51BrMnN4P2